Arrangement P

The following is a quantum chemistry calculation of 2 unconnected molecules or ions with the total composition C4H14N3, from OMol25.

Bonds (Å) are listed after each position.
Cartesian coordinates (Å):
1 C -2.1420 1.7920 2.0364  N4 1.496, H5 1.112, H6 1.086, H7 1.107
2 N -0.8174 1.1218 -0.4085  C3 1.418, H8 1.022, H9 0.988
3 C -0.1828 1.8649 0.6190  N2 1.418, N4 1.296, H10 1.089
4 N -0.6670 1.9214 1.8197  C1 1.496, C3 1.296
5 H -2.7451 2.2930 1.2477  C1 1.112
6 H -2.3876 2.2340 2.9975  C1 1.086
7 H -2.4346 0.7252 2.0736  C1 1.107
8 H -0.6744 1.5325 -1.3329  N2 1.022
9 H -1.7775 1.0265 -0.1974  N2 0.988
10 H 0.8452 2.1445 0.3919  C3 1.089
11 C 2.0041 -1.2774 -1.8084  C12 1.523, H14 1.104, H15 1.091, H16 1.102
12 C 1.1152 -2.1190 -0.9016  C11 1.523, N13 1.508, H17 1.101, H18 1.091
13 N 0.4838 -1.3018 0.1978  C12 1.508, H19 1.001, H20 1.076, H21 1.074
14 H 2.4153 -1.9001 -2.6227  C11 1.104
15 H 1.4155 -0.4782 -2.2609  C11 1.091
16 H 2.8454 -0.8527 -1.2369  C11 1.102
17 H 0.2469 -2.4086 -1.5132  C12 1.101
18 H 1.5763 -3.0132 -0.4789  C12 1.091
19 H 1.1432 -0.9730 0.8752  N13 1.001
20 H -0.2477 -1.8776 0.7369  N13 1.076
21 H -0.0147 -0.4541 -0.2342  N13 1.074

Values from the calculation:
- LUMO level: -3.28 eV
- Total charge: +1
- HOMO energy: -13.07 eV
- HOMO-LUMO gap: 9.795 eV

These are the Löwdin partial charges, in e, on atoms 1 to 2: atom 1 (C): -0.12, atom 2 (N): 0.04

***

Arrangement Q

The following is a quantum chemistry calculation of 2 unconnected molecules or ions with the total composition C4H14N3, from OMol25.

Bonds (Å) are listed after each position.
Cartesian coordinates (Å):
1 C -1.6458 -1.6194 0.0719  C3 1.477, H8 1.014, H9 1.065, H10 1.127
2 C 1.8809 -1.0181 -0.4239  C4 1.521, H11 1.106, H12 1.045, H13 1.060
3 C -1.3238 -0.1892 -0.1102  C1 1.477, N6 1.303, H19 1.110
4 C 1.7575 0.1571 0.5343  C2 1.521, N7 1.533, H14 1.094, H15 1.037
5 N -1.9046 2.0820 -0.3144  N6 1.391, H16 1.043, H17 1.031
6 N -2.1706 0.7800 0.0952  C3 1.303, N5 1.391, H18 1.077
7 N 1.1424 1.4422 -0.0307  C4 1.533, H20 1.058, H21 0.975
8 H -1.6406 -1.9622 -0.8826  C1 1.014
9 H -2.6093 -1.6510 0.5238  C1 1.065
10 H -0.8672 -2.1880 0.6548  C1 1.127
11 H 1.1297 -0.9678 -1.2343  C2 1.106
12 H 1.7975 -1.8494 0.2031  C2 1.045
13 H 2.8654 -1.0358 -0.8167  C2 1.060
14 H 1.0221 -0.1461 1.2854  C4 1.094
15 H 2.7122 0.2526 0.9277  C4 1.037
16 H -2.3859 2.8935 0.1308  N5 1.043
17 H -0.9074 2.3351 -0.3829  N5 1.031
18 H -3.2240 0.5729 0.1866  N6 1.077
19 H -0.2991 0.0902 -0.4329  C3 1.110
20 H 1.8201 1.5374 -0.8373  N7 1.058
21 H 1.5065 2.1892 0.4797  N7 0.975

Values from the calculation:
- LUMO level: -3.96 eV
- Total charge: +1
- HOMO energy: -14.16 eV
- HOMO-LUMO gap: 10.200 eV

These are the Löwdin partial charges, in e, on atoms 1 to 2: atom 1 (C): 0.00, atom 2 (C): -0.09

***

It is arrangement Q that is the least stable of them.

***

Arrangement P

The following is a quantum chemistry calculation of a gas-phase ion, C5H10NO2 (charge +1), from OMol25.

Bonds (Å) are listed after each position.
Cartesian coordinates (Å):
1 C 0.9761 -1.3345 0.1034  C2 1.486, C4 1.578, H9 1.047, H10 1.021
2 C 1.4874 0.0225 0.4286  C1 1.486, N6 1.495, H11 1.057, H12 1.164
3 C -0.4765 1.3450 -0.0521  C5 1.515, N6 1.542, H13 1.127, H14 1.040
4 C -0.5971 -1.2212 0.0636  C1 1.578, C5 1.499, O7 1.395, H15 1.085
5 C -1.3218 0.0892 -0.0079  C3 1.515, C4 1.499, O7 1.374, O8 1.378
6 N 0.8770 0.8848 -0.6291  C2 1.495, C3 1.542, H16 1.013, H17 1.047
7 O -1.1819 -0.7292 -1.1031  C4 1.395, C5 1.374
8 O -2.4957 0.3570 0.6627  C5 1.378, H18 0.948
9 H 1.1799 -1.8183 -0.8028  C1 1.047
10 H 1.4013 -1.9601 0.7898  C1 1.021
11 H 1.1612 0.4944 1.3160  C2 1.057
12 H 2.6510 0.0087 0.4270  C2 1.164
13 H -0.9942 2.2477 -0.4837  C3 1.127
14 H -0.3852 1.7918 0.8826  C3 1.040
15 H -1.2299 -1.8975 0.6281  C4 1.085
16 H 1.2392 1.7169 -1.0801  N6 1.013
17 H 0.7344 0.3848 -1.5379  N6 1.047
18 H -3.0251 -0.3819 0.3948  O8 0.948

Values from the calculation:
- LUMO level: -3.28 eV
- Total charge: +1
- HOMO energy: -14.27 eV
- HOMO-LUMO gap: 10.992 eV
- SMILES: O[C@@]12C[NH2+]CC[C@@H]1O2

These are the Löwdin partial charges, in e, on atoms 1 to 2: atom 1 (C): -0.07, atom 2 (C): -0.09

***

Arrangement Q

The following is a quantum chemistry calculation of a gas-phase ion, C5H10NO2 (charge +1), from OMol25.

Bonds (Å) are listed after each position.
Cartesian coordinates (Å):
1 C 1.9243 -0.5112 0.0332  C2 1.355, C3 1.477, H9 1.077
2 C 2.0181 0.7792 -0.3708  C1 1.355, N6 1.467, H10 1.113
3 C 0.6683 -1.2468 0.2832  C1 1.477, C4 1.490, H11 1.194, H12 1.071
4 C -0.6356 -0.6804 -0.1638  C3 1.490, C5 1.469, O7 1.297
5 C -1.6301 -0.1551 0.7813  C4 1.469, O8 1.378, H13 1.072, H14 1.203
6 N 0.7246 1.4666 -0.4585  C2 1.467, H15 1.056, H16 1.078
7 O -0.8995 -0.7666 -1.4312  C4 1.297, H17 0.946
8 O -2.3906 0.7760 0.1081  C5 1.378, H18 0.991
9 H 2.7936 -1.0886 0.2984  C1 1.077
10 H 3.0013 1.2777 -0.5253  C2 1.113
11 H 0.9747 -2.2657 -0.2593  C3 1.194
12 H 0.7287 -1.3944 1.3422  C3 1.071
13 H -1.1078 0.2932 1.6026  C5 1.072
14 H -2.3285 -1.0505 1.1790  C5 1.203
15 H 0.6110 2.2457 0.2459  N6 1.056
16 H 0.6258 1.9501 -1.4165  N6 1.078
17 H -1.7222 -0.3178 -1.5600  O7 0.946
18 H -3.3562 0.6885 0.3117  O8 0.991

Values from the calculation:
- LUMO level: -4.94 eV
- Total charge: +1
- HOMO energy: -13.60 eV
- HOMO-LUMO gap: 8.661 eV

These are the Löwdin partial charges, in e, on atoms 1 to 2: atom 1 (C): -0.10, atom 2 (C): -0.12

***

Arrangement R

The following is a quantum chemistry calculation of 2 unconnected molecules or ions with the total composition C5H10NO2, from OMol25.

Bonds (Å) are listed after each position.
Cartesian coordinates (Å):
1 C -1.7357 1.0683 -0.1010  C2 1.311, O7 1.330, H9 1.186
2 C -1.4805 -0.1701 -0.4459  C1 1.311, N6 1.257
3 C 1.3711 0.6220 -0.0966  C4 1.423, O8 1.321
4 C 2.5762 0.6687 0.6594  C3 1.423, H10 1.065, H11 1.110, H12 1.097
5 C -0.6264 -2.3342 0.0541  N6 1.494, H13 1.157, H14 1.150, H15 1.095
6 N -1.3378 -1.3595 -0.8265  C2 1.257, C5 1.494, H17 1.040
7 O -2.8253 1.5393 0.4983  C1 1.330, H16 0.892
8 O 0.9865 1.7611 -0.6436  C3 1.321, H18 0.993
9 H -0.9364 1.9113 -0.3380  C1 1.186
10 H 2.1917 1.0731 1.5670  C4 1.065
11 H 3.2718 1.3849 0.1751  C4 1.110
12 H 3.1718 -0.2395 0.8134  C4 1.097
13 H 0.2110 -2.8550 -0.5513  C5 1.157
14 H -0.3439 -1.7292 0.9905  C5 1.150
15 H -1.4265 -3.0153 0.3629  C5 1.095
16 H -3.5103 0.9674 0.5029  O7 0.892
17 H -1.3077 -1.6682 -1.8186  N6 1.040
18 H 1.7505 2.3748 -0.8020  O8 0.993

Values from the calculation:
- LUMO level: -4.25 eV
- Total charge: +1
- HOMO energy: -12.39 eV
- HOMO-LUMO gap: 8.140 eV

These are the Löwdin partial charges, in e, on atoms 1 to 2: atom 1 (C): -0.11, atom 2 (C): 0.01

***

Arrangement S

The following is a quantum chemistry calculation of a gas-phase ion, C5H10NO2 (charge +1), from OMol25.

Bonds (Å) are listed after each position.
Cartesian coordinates (Å):
1 C 1.5101 -1.2691 0.0468  C3 1.311, O8 1.358, H9 0.999
2 C -0.8591 -1.6475 0.6368  C3 1.596, O7 1.169, H10 1.042
3 C 0.3164 -0.7268 0.0729  C1 1.311, C2 1.596, N6 1.407
4 C -1.2184 0.7036 -1.1178  N6 1.432, H11 1.096, H12 1.157, H13 1.171
5 C -0.2338 1.5300 0.8445  N6 1.501, H14 1.170, H15 1.050, H16 1.130
6 N -0.0470 0.5797 -0.3027  C3 1.407, C4 1.432, C5 1.501, H17 1.083
7 O -0.7859 -2.2180 1.6546  C2 1.169
8 O 2.5336 -0.4566 -0.3230  C1 1.358, H18 1.025
9 H 1.5719 -2.2616 0.1408  C1 0.999
10 H -1.6883 -1.7500 0.0140  C2 1.042
11 H -1.1823 0.0656 -2.0082  C4 1.096
12 H -2.2800 0.6093 -0.6679  C4 1.157
13 H -1.3139 1.7645 -1.6039  C4 1.171
14 H 0.4984 1.1203 1.6597  C5 1.170
15 H 0.0097 2.5390 0.6846  C5 1.050
16 H -1.1525 1.4386 1.4961  C5 1.130
17 H 0.8616 0.8665 -0.8181  N6 1.083
18 H 3.4594 -0.8876 -0.4092  O8 1.025

Values from the calculation:
- LUMO level: -3.44 eV
- Total charge: +1
- HOMO energy: -14.13 eV
- HOMO-LUMO gap: 10.684 eV
- SMILES: C[NH+](C)/C(C=O)=C\O

These are the Löwdin partial charges, in e, on atoms 1 to 2: atom 1 (C): -0.07, atom 2 (C): -0.18

***

It is arrangement R that is the least stable of them.

***

Arrangement P

The following is a quantum chemistry calculation of BrH2NOS in the gas phase, from OMol25.

Bonds (Å) are listed after each position.
Cartesian coordinates (Å):
1 N 0.4776 -0.4155 -0.6626  S3 1.685, H5 1.108, H6 1.035
2 O -1.8074 -0.2180 0.4422  S3 1.566
3 S -0.7035 0.6922 -0.1955  N1 1.685, O2 1.566, Br4 2.192
4 Br 0.3820 1.8982 1.2778  S3 2.192
5 H 0.2398 -1.4977 -0.6430  N1 1.108
6 H 1.4116 -0.4590 -0.2188  N1 1.035

Values from the calculation:
- LUMO level: -0.29 eV
- HOMO energy: -10.04 eV
- HOMO-LUMO gap: 9.747 eV

These are the Löwdin partial charges, in e, on atoms 1 to 2: atom 1 (N): -0.32, atom 2 (O): -0.58

***

Arrangement Q

The following is a quantum chemistry calculation of 2 unconnected molecules or ions with the total composition BrH2NOS, from OMol25.

Bonds (Å) are listed after each position.
Cartesian coordinates (Å):
1 N 0.7320 -0.7810 -0.6928  S3 1.629, H6 0.991
2 O -0.3570 3.0869 -1.1331  H5 1.049
3 S 0.6092 0.7174 -1.3195  N1 1.629, Br4 2.127
4 Br 2.6015 1.3870 -1.6438  S3 2.127
5 H -1.3652 3.3607 -1.2223  O2 1.049
6 H -0.0062 -1.3827 -0.4196  N1 0.991

Values from the calculation:
- LUMO level (alpha / beta): -2.03 / -0.71 eV
- HOMO energy (alpha / beta): -8.41 / -9.99 eV
- HOMO-LUMO gap (alpha / beta): 6.378 / 9.282 eV

These are the Löwdin partial charges, in e, on atoms 1 to 2: atom 1 (N): -0.42, atom 2 (O): -0.25

***

Arrangement R

The following is a quantum chemistry calculation of 2 unconnected molecules or ions with the total composition BrH2NOS, from OMol25.

Bonds (Å) are listed after each position.
Cartesian coordinates (Å):
1 N 0.9396 -0.2795 -0.9246  S3 1.423
2 O -2.1371 -0.4829 0.4412  H5 0.941, H6 1.005
3 S 1.7905 -0.4060 0.2092  N1 1.423, Br4 2.505
4 Br 3.6743 1.2423 0.1094  S3 2.505
5 H -1.3486 -0.0904 0.1109  O2 0.941
6 H -2.9187 0.0165 0.0539  O2 1.005

Values from the calculation:
- LUMO level: -2.17 eV
- HOMO energy: -10.34 eV
- HOMO-LUMO gap: 8.172 eV

These are the Löwdin partial charges, in e, on atoms 1 to 2: atom 1 (N): -0.45, atom 2 (O): -0.08

***

It is arrangement Q that is the least stable of them.